Record 1
C52H44N6O4S4SbV | the ωB97M-V functional and the def2-TZVPD basis

```
112
Properties=species:S:1:pos:R:3:forces:R:3
V 0.23301 -0.82392 0.41655 0.082 -0.042 -0.068
C -7.47585 -0.00787 6.58901 -0.003 -0.002 0.012
O -6.17422 -0.45019 6.90079 -0.003 0.013 -0.004
C -5.25240 -0.44018 5.88850 0.015 0.007 -0.031
C -3.97921 -0.89529 6.21759 0.034 0.009 0.033
C -2.98665 -0.93729 5.25627 -0.017 0.038 0.036
C -3.23329 -0.53389 3.94317 0.006 -0.078 -0.045
C -4.50392 -0.06810 3.63746 -0.010 0.018 0.064
C -5.51545 -0.01409 4.59367 -0.007 0.011 -0.009
C -2.18492 -0.62389 2.88590 -0.119 -0.242 -0.278
C -2.30545 -1.62055 1.93265 0.064 0.327 0.220
C -3.37101 -2.60139 1.90929 -0.038 -0.137 -0.140
C -3.23009 -3.31532 0.77184 -0.104 0.083 0.165
C -2.06453 -2.81146 0.08779 0.195 0.000 -0.160
N -1.50023 -1.79023 0.83231 -0.360 -0.101 -0.228
C -1.59305 -3.30900 -1.11403 -0.143 0.132 0.204
C -0.40273 -2.90157 -1.74489 0.125 0.062 -0.101
C 0.12362 -3.46271 -2.94609 -0.051 0.028 0.024
C 1.29636 -2.81384 -3.20693 0.014 0.034 0.005
C 1.47120 -1.84375 -2.16821 0.034 -0.056 -0.058
C 2.55468 -0.94298 -2.08718 -0.036 0.176 0.068
C 3.59535 -1.02734 -3.15529 -0.051 -0.038 0.009
C 3.42735 -0.37415 -4.36747 0.068 -0.035 -0.007
C 4.38192 -0.44903 -5.37990 -0.014 0.027 0.006
C 5.53025 -1.20280 -5.17859 -0.033 0.030 0.007
O 6.52886 -1.35015 -6.10364 0.000 0.004 -0.007
C 6.36398 -0.68801 -7.33711 -0.003 0.001 -0.001
C 5.71462 -1.86606 -3.96969 0.041 -0.028 0.053
C 4.75862 -1.77648 -2.97461 -0.002 0.011 -0.034
C 2.68609 0.05405 -1.13205 -0.082 -0.157 -0.113
N 1.80583 0.32881 -0.12176 0.273 0.334 -0.189
C 2.30172 1.43645 0.54680 -0.257 0.121 0.174
C 1.72088 2.05285 1.63090 0.225 -0.050 -0.299
C 2.41957 3.23141 2.22280 -0.022 -0.081 0.022
C 3.13926 3.08871 3.41252 0.045 0.065 -0.036
C 3.82504 4.15777 3.95579 -0.015 -0.032 0.020
C 3.80028 5.40027 3.32779 -0.029 -0.006 -0.050
O 4.51900 6.39518 3.93431 -0.004 0.013 0.016
C 4.51027 7.66318 3.32189 0.017 0.026 0.006
C 3.07637 5.56590 2.15562 0.007 0.028 -0.010
C 2.39764 4.47401 1.61569 0.073 0.015 0.117
C 0.53168 1.61915 2.26629 -0.188 0.193 0.241
C -0.10389 2.29453 3.33605 0.133 0.095 -0.276
C -1.18186 1.53101 3.71190 -0.186 -0.241 -0.092
C -1.19458 0.39010 2.85980 -0.246 0.399 0.130
N -0.14603 0.45557 1.97677 0.089 0.333 0.508
C 3.54492 1.84727 -0.06589 0.097 -0.079 -0.179
C 3.78283 1.00387 -1.09317 0.018 0.085 0.120
N 0.43360 -1.91601 -1.28891 -0.061 -0.387 -0.499
C -2.44249 -4.30864 -1.82559 0.035 -0.002 0.063
C -2.12628 -5.66659 -1.84493 -0.017 -0.013 -0.016
C -2.93214 -6.57730 -2.50318 0.044 -0.034 -0.004
C -4.07697 -6.14573 -3.16553 -0.013 0.052 0.006
O -4.80992 -7.11744 -3.79245 -0.004 -0.005 -0.002
C -5.97456 -6.70642 -4.47248 -0.005 -0.003 0.005
C -4.41042 -4.79779 -3.15715 -0.016 0.006 -0.012
C -3.58991 -3.89471 -2.48630 0.029 -0.075 -0.011
H -8.06303 -0.12287 7.49690 0.005 0.004 0.004
H -7.92487 -0.60889 5.79299 0.001 -0.005 -0.004
H -7.48220 1.04407 6.28838 0.007 0.001 -0.012
H -3.78747 -1.21413 7.23416 -0.005 -0.006 -0.005
H -2.00006 -1.29571 5.52428 0.004 -0.014 -0.024
H -4.71323 0.25744 2.62544 0.010 -0.011 -0.009
H -6.48862 0.36208 4.31207 -0.011 -0.018 -0.002
H -4.12647 -2.71262 2.67005 0.004 0.004 0.006
H -3.84716 -4.12612 0.41897 -0.002 -0.006 0.012
H -0.33732 -4.25499 -3.51377 0.010 0.010 -0.024
H 1.97541 -2.97791 -4.02823 -0.001 0.007 0.000
H 2.52711 0.20507 -4.53424 -0.017 0.000 0.013
H 4.21145 0.08398 -6.30455 0.008 -0.020 -0.013
H 7.23803 -0.93406 -7.93500 0.003 0.001 0.000
H 6.31078 0.39707 -7.20693 0.000 0.002 0.007
H 5.46400 -1.02705 -7.85837 0.000 -0.010 -0.002
H 6.61673 -2.44798 -3.82937 -0.004 0.001 -0.003
H 4.90521 -2.29468 -2.03477 -0.004 -0.006 0.000
H 3.14910 2.12617 3.91177 0.040 0.073 -0.036
H 4.39114 4.05024 4.87216 -0.009 -0.019 0.007
H 5.14723 8.30041 3.93075 -0.004 0.000 0.005
H 3.50311 8.09022 3.28990 -0.011 -0.017 -0.003
H 4.91206 7.62439 2.30484 0.003 -0.016 -0.003
H 3.03134 6.52291 1.65492 0.002 -0.009 -0.016
H 1.84374 4.59308 0.69758 -0.070 0.043 -0.141
H 0.22585 3.22984 3.75985 0.021 -0.045 0.048
H -1.89990 1.72418 4.49263 0.036 0.022 0.018
H 4.15756 2.66747 0.27336 0.001 -0.005 0.002
H 4.62710 0.99365 -1.76451 -0.003 0.025 -0.001
H -1.23811 -6.00679 -1.32656 0.008 0.002 -0.009
H -2.69253 -7.63292 -2.51865 0.004 0.004 0.011
H -6.41572 -7.60688 -4.89272 0.001 -0.001 -0.005
H -5.74245 -6.00733 -5.28120 0.007 0.002 -0.002
H -6.69285 -6.23799 -3.79330 0.001 -0.001 0.007
H -5.29204 -4.43353 -3.66477 -0.008 -0.004 0.003
H -3.84719 -2.84257 -2.47638 -0.002 0.004 -0.009
S 2.09122 0.63690 5.72767 -0.087 -0.235 0.039
Sb 1.09389 -0.85953 4.38989 0.322 -0.146 0.086
S 1.58557 -2.40742 1.43584 0.102 -0.340 0.161
S 2.77031 -1.32270 2.74034 0.024 0.175 0.276
C 0.97382 2.42819 -3.16033 -0.039 -0.007 -0.048
N 0.08224 3.10504 -2.24819 0.040 -0.042 0.058
C 0.33527 4.47928 -1.84491 0.010 -0.007 0.009
C -0.71049 4.71316 -0.74348 0.076 -0.029 0.038
N -1.09509 3.35224 -0.41893 -0.027 0.038 -0.015
C -0.71835 2.46739 -1.36593 -0.077 0.182 0.058
S -1.24004 0.88794 -1.46184 -0.120 -0.351 0.066
H 0.88133 2.84783 -4.16488 0.005 0.003 0.008
H 0.70236 1.37426 -3.17743 0.007 -0.005 -0.013
H 2.00970 2.52053 -2.82124 0.009 -0.003 0.027
H 0.20483 5.15536 -2.69136 0.035 0.033 0.017
H 1.36092 4.58429 -1.47454 0.003 -0.045 0.018
H -1.56098 5.29311 -1.11352 -0.016 -0.033 -0.029
H -0.29674 5.22420 0.12407 0.031 0.032 0.024
H -1.82818 3.11474 0.22645 0.051 -0.068 0.027
```
Forces are in eV/Å.

Properties
Expectation value of S²: 3.82
Orbital gap (spin up / spin down), eV: 4.70 / 5.46
Spin multiplicity: 4
LUMO energy (spin up / spin down), eV: 2.0591 / 1.4571
Charge: -1
E_tot, Ha: -5414.67707
Relative energy (zero: lowest compared OMol25 entry of this formula, charge and spin), eV: 0.0000
HOMO level (spin up / spin down), eV: -2.641 / -4.003



Record 2
C52H45IrN3O4S4Te | the ωB97M-V functional and the def2-TZVPD basis

```
110
Properties=species:S:1:pos:R:3:forces:R:3
Ir -0.18711 -0.17209 -0.02094 0.021 0.426 0.152
C -3.51646 -5.96651 4.51768 0.002 -0.014 0.001
C -2.54583 -4.91363 4.05862 0.010 0.005 0.012
C -1.59704 -4.39330 4.93630 -0.019 -0.029 0.003
C -0.69124 -3.43261 4.52000 0.064 -0.075 -0.077
C -0.72478 -2.99567 3.20134 -0.215 0.217 0.246
C -1.67402 -3.47886 2.31778 0.066 -0.107 -0.013
C -2.56937 -4.44254 2.74919 -0.026 0.006 -0.030
S 0.42398 -1.76375 2.68039 -0.208 -0.066 -0.166
O 1.20439 -2.29468 1.60152 0.046 -0.090 0.078
O 1.04628 -1.26826 3.87541 0.256 0.086 -0.111
N -0.49903 -0.57674 1.98076 0.218 0.044 -0.054
C -0.97830 0.47609 2.76267 -0.135 -0.194 -0.062
C -1.24167 0.47405 4.11320 0.006 -0.013 0.023
C -1.72413 1.63448 4.74794 -0.005 -0.026 0.005
C -1.96187 2.78582 4.05370 0.001 0.007 -0.015
C -1.73683 2.81027 2.65965 -0.035 0.015 -0.033
C -1.98085 3.94132 1.85356 0.010 -0.025 -0.009
C -1.76108 3.86486 0.50899 -0.038 -0.004 0.021
C -1.29083 2.66833 -0.04762 -0.090 0.021 -0.058
N -1.03786 1.59212 0.67133 0.125 0.197 0.239
C -1.25310 1.65068 2.02710 -0.082 -0.074 -0.036
H -3.92246 -5.72688 5.50085 0.006 0.005 -0.002
H -3.02567 -6.93886 4.59526 0.010 0.007 -0.005
H -4.34646 -6.06854 3.81976 0.000 0.001 0.001
H -1.56687 -4.74520 5.96083 -0.012 0.006 0.002
H 0.04844 -3.03185 5.19912 -0.007 0.027 -0.001
H -1.70615 -3.10855 1.30491 0.021 0.016 -0.095
H -3.30190 -4.83440 2.05385 -0.022 0.012 0.001
H -1.06437 -0.41473 4.69824 0.012 0.006 0.017
H -1.90771 1.60161 5.81383 0.006 -0.008 -0.001
H -2.32544 3.67818 4.54580 -0.008 -0.006 0.003
H -2.34437 4.85284 2.31155 0.001 0.002 0.007
H -1.93781 4.70167 -0.15133 -0.006 0.005 0.013
H -1.13723 2.59898 -1.11078 0.029 0.022 0.112
C 8.59091 -4.26864 2.59092 0.016 -0.008 0.008
C 7.55214 -3.43141 1.89479 -0.017 0.018 0.017
C 6.69267 -2.61081 2.61198 0.038 -0.029 0.010
C 5.72685 -1.82965 1.98576 -0.038 0.064 0.000
C 4.82343 -0.98063 2.84545 -0.011 -0.007 -0.021
C 5.61886 -1.86406 0.58732 0.013 -0.136 0.125
Te 4.05004 -0.77907 -0.34395 0.080 -0.055 -0.045
N 1.13658 0.49971 -1.00547 -0.471 -0.062 -0.802
C 1.26315 1.42913 -2.08817 0.215 -0.262 0.692
O 2.39486 1.70794 -2.40276 0.189 0.254 -0.189
C 0.11744 2.00505 -2.86105 0.031 0.052 -0.193
C 0.36885 3.20873 -3.52314 -0.040 -0.011 0.026
C -0.63300 3.83027 -4.24897 -0.001 -0.004 0.010
C -1.89275 3.24802 -4.33677 0.005 -0.007 0.017
C -2.14189 2.04221 -3.69798 0.001 0.027 -0.004
C -1.13859 1.42470 -2.96546 -0.041 -0.069 -0.094
C 3.26363 -2.53824 -1.23407 -0.065 0.018 -0.012
C 3.07920 -3.64820 -0.41184 0.046 0.014 0.009
C 2.62707 -4.85096 -0.92914 0.109 0.016 -0.058
C 2.33294 -4.94712 -2.28199 0.084 0.001 -0.030
C 2.51073 -3.84409 -3.10014 0.004 -0.024 0.029
C 2.98338 -2.62928 -2.60131 -0.022 0.053 0.010
C 3.18763 -1.47836 -3.54743 0.000 -0.021 -0.001
C 6.49578 -2.66717 -0.15586 -0.008 0.020 -0.066
C 6.45492 -2.75071 -1.65829 0.010 -0.009 -0.002
C 7.43987 -3.44082 0.51297 0.025 0.022 0.005
H 8.41793 -4.29718 3.66654 -0.005 0.004 -0.002
H 9.59363 -3.86830 2.42591 -0.006 0.007 -0.006
H 8.58560 -5.29461 2.21987 -0.006 0.004 -0.009
H 6.76877 -2.58263 3.69415 -0.005 0.005 -0.001
H 5.13038 -1.04077 3.88944 -0.015 -0.007 0.008
H 3.78159 -1.29931 2.76987 0.015 -0.016 -0.011
H 4.84948 0.06921 2.54836 0.022 -0.001 -0.004
H 1.35691 3.64190 -3.45027 0.005 0.001 -0.007
H -0.43070 4.76742 -4.75096 -0.007 0.005 -0.001
H -2.67462 3.73190 -4.90812 -0.004 0.002 0.000
H -3.11327 1.57014 -3.76822 0.003 0.003 -0.006
H -1.34647 0.48494 -2.47448 0.004 0.002 0.027
H 3.29808 -3.56876 0.64471 -0.011 0.008 0.015
H 2.49956 -5.70424 -0.27372 -0.006 -0.003 0.007
H 1.96445 -5.87530 -2.70127 0.005 0.009 0.003
H 2.28754 -3.92042 -4.15863 -0.002 -0.009 0.002
H 3.08660 -1.81032 -4.58169 0.002 -0.002 0.003
H 4.17323 -1.02950 -3.41702 0.032 -0.001 0.006
H 2.46552 -0.68002 -3.37636 -0.014 -0.002 0.032
H 6.08566 -1.82411 -2.09646 0.011 0.019 -0.010
H 5.79253 -3.55429 -1.99052 -0.021 0.017 0.016
H 7.45149 -2.95002 -2.05385 -0.003 -0.028 0.007
H 8.11014 -4.06443 -0.07105 -0.003 -0.002 0.002
O -0.78112 -1.85756 -0.71651 -0.037 -0.360 0.476
C -1.90265 -2.35864 -1.41960 0.213 0.037 -0.250
C -1.67342 -3.86793 -1.46716 -0.085 0.027 -0.013
C -0.64069 -4.54832 -0.90309 -0.022 0.016 0.101
C -0.67126 -5.94078 -1.20684 -0.090 0.020 -0.011
C -1.71393 -6.27680 -2.01014 0.059 0.014 0.020
S -2.66238 -4.91001 -2.42166 -0.042 0.006 0.000
C -1.88368 -1.85207 -2.84699 -0.056 0.009 -0.011
C -2.92579 -1.50273 -3.65124 -0.009 0.016 -0.052
C -2.50877 -1.17841 -4.97431 -0.006 -0.010 0.029
C -1.16290 -1.29295 -5.13066 0.000 -0.013 0.013
S -0.38805 -1.80767 -3.69446 -0.027 -0.039 -0.024
C -3.19344 -1.99870 -0.71342 -0.009 -0.025 -0.004
C -4.10130 -2.83014 -0.13030 -0.013 -0.007 0.036
C -5.17372 -2.13987 0.50005 -0.003 -0.006 -0.025
C -5.06385 -0.79121 0.37509 0.003 -0.034 0.001
S -3.66337 -0.35276 -0.50126 0.061 0.068 -0.015
H 0.13565 -4.06829 -0.32382 -0.083 0.025 0.034
H 0.06141 -6.64974 -0.84897 -0.012 0.003 0.004
H -1.97284 -7.25041 -2.39372 -0.012 -0.001 -0.001
H -3.95239 -1.48660 -3.31170 0.004 -0.002 -0.012
H -3.17809 -0.86802 -5.76366 -0.004 0.004 0.004
H -0.58221 -1.08790 -6.01571 0.012 0.003 0.001
H -4.00452 -3.90488 -0.15333 0.000 -0.020 0.012
H -5.98617 -2.62769 1.01834 0.003 -0.007 0.001
H -5.72916 -0.03147 0.75239 0.006 0.007 0.002
```
Forces are in eV/Å.

Properties
Expectation value of S²: 0.78
Orbital gap (spin up / spin down), eV: 5.49 / 5.15
Spin multiplicity: 2
LUMO energy (spin up / spin down), eV: -1.2169 / -1.5611
E_tot, Ha: -4438.78623
Relative energy (zero: lowest compared OMol25 entry of this formula, charge and spin), eV: 0.4389
HOMO level (spin up / spin down), eV: -6.711 / -6.712